Entry 1:
Below is a structure of composition C24H28BBrNO15OsP2S, with properties calculated with the ωB97M-V functional and the def2-TZVPD basis.

Values from the calculation:
* charge: -1
* relative energy (zero: lowest compared OMol25 entry of this formula, charge and spin): 19.2 kJ/mol
* HOMO (alpha / beta): -3.01 / -5.32 eV
* <S²>: 6.049
* 2S+1: 5

Element x y z (Å)
Os1 -1.7318 2.0875 -0.3412
C1 -3.2115 0.2990 4.1922
C2 -3.3200 1.0281 2.8701
O1 -4.5941 1.6543 2.7695
P1 -2.1164 2.4285 2.7488
O2 -0.6569 2.0719 3.1895
O3 -2.4985 3.3609 3.9896
O4 -2.3252 3.2247 1.4848
P2 -2.9105 -0.0316 1.4040
O5 -3.9230 0.6546 0.3569
O6 -3.0396 -1.4857 1.5614
O7 -1.5091 0.5292 1.0460
H1 -3.3513 1.0010 5.0143
H2 -2.2342 -0.1713 4.2863
H3 -3.9764 -0.4753 4.2329
H4 -4.8197 1.6972 1.8283
H5 -0.1101 1.5201 2.5843
H6 -3.1963 3.9776 3.7220
H7 -3.9064 0.2056 -0.5770
C3 0.1230 -1.5295 3.0025
C4 1.3159 -1.2161 2.1055
C5 2.5925 -1.2356 2.9400
O8 1.1551 0.1272 1.6017
B1 0.9851 0.0693 0.2280
O9 1.0371 -1.2049 -0.2591
C6 1.3638 -2.1135 0.7981
C7 2.7550 -2.6632 0.4823
C8 0.3570 -3.2574 0.7750
H8 0.1076 -0.8234 3.8336
H9 0.1929 -2.5411 3.4012
H10 -0.8022 -1.4338 2.4367
H11 2.4545 -0.5877 3.8058
H12 3.4375 -0.8532 2.3704
H13 2.8116 -2.2451 3.2892
H14 3.4861 -1.8574 0.4211
H15 2.7174 -3.1519 -0.4913
H16 3.0736 -3.3891 1.2304
H17 -0.6649 -2.8942 0.8806
H18 0.5761 -3.9750 1.5668
H19 0.4304 -3.7637 -0.1880
O10 -3.5566 -0.3668 -1.8033
C9 -2.3889 -0.2404 -2.2140
O11 -1.5804 0.7015 -1.9321
C10 -1.8187 -1.2986 -3.1157
C11 -2.4768 -1.6494 -4.2822
C12 -1.9652 -2.6323 -5.1318
C13 -0.8025 -3.2455 -4.7390
O12 -0.1042 -4.2434 -5.3764
C14 1.0086 -4.5368 -4.5418
O13 0.9811 -3.6662 -3.4247
C15 -0.1480 -2.8923 -3.5683
C16 -0.6161 -1.9089 -2.7377
H20 -3.4049 -1.1509 -4.5278
H21 -2.4589 -2.9022 -6.0550
H22 1.9358 -4.3883 -5.1046
H23 0.9492 -5.5773 -4.2021
H24 -0.0942 -1.6120 -1.8369
S1 -2.5384 5.6557 -3.2331
C17 -2.2956 4.4216 -2.2617
N1 -2.1347 3.4973 -1.5479
Br1 6.8411 4.5004 -1.3319
C18 5.0900 3.8459 -0.9640
C19 4.1394 4.7048 -0.4090
C20 2.8739 4.2412 -0.1513
C21 2.5145 2.8925 -0.4457
C22 3.5158 2.0449 -1.0070
C23 4.7787 2.5197 -1.2631
C24 1.2119 2.4478 -0.1988
O14 0.2491 3.1475 0.2759
O15 0.9043 1.1369 -0.6015
H25 4.4104 5.7286 -0.1874
H26 2.1142 4.8897 0.2635
H27 3.2576 1.0204 -1.2412
H28 5.5349 1.8779 -1.6958

Results of the Löwdin charge analysis, in e, for atoms 1 through 5: Os 1.6687; C -0.0524; C -0.5764; O -0.0495; P 0.5104



Entry 2:
Below is a structure of composition C19H27AsBrN7O7SSn, with properties calculated with the ωB97M-V functional and the def2-TZVPD basis.

Values from the calculation:
* charge: 0
* relative energy (zero: lowest compared OMol25 entry of this formula, charge and spin): 10.4 kJ/mol
* HOMO: -7.41 eV

Element x y z (Å)
Sn1 1.1101 0.1919 -0.3470
O1 1.5412 -1.9001 3.8972
As1 0.5278 -0.8344 2.9264
O2 -0.9388 -1.5206 2.7550
O3 1.4656 -0.6456 1.5381
C1 0.4674 0.7498 4.0395
C2 0.2758 0.4379 5.3836
C3 0.1533 1.4370 6.3368
C4 0.2191 2.7652 5.9518
C5 0.4009 3.0896 4.6166
C6 0.5243 2.0908 3.6597
S1 0.7964 2.6406 1.9809
O4 0.3903 4.0306 1.9542
O5 -0.1212 1.7935 1.1528
O6 2.1726 2.3681 1.6460
H1 2.4641 -1.7510 3.6557
H2 0.2291 -0.6001 5.6870
H3 0.0067 1.1728 7.3758
H4 0.1256 3.5537 6.6869
H5 0.4437 4.1207 4.2968
Br1 3.8026 -1.4843 -2.1978
C7 2.7877 -2.7453 -1.2124
C8 3.2747 -4.0357 -1.0663
C9 2.4986 -4.9307 -0.3539
C10 1.2882 -4.5073 0.1781
C11 0.9020 -3.1978 -0.0220
N1 1.6420 -2.3262 -0.7183
H6 4.2249 -4.3122 -1.4976
H7 2.8392 -5.9479 -0.2112
H8 0.6592 -5.1723 0.7520
H9 -0.0140 -2.8039 0.3990
N2 -0.5718 4.1624 -0.7904
C12 0.0158 4.4486 -1.9647
N3 0.3674 5.7323 -2.1961
N4 0.2516 3.5863 -2.9399
C13 -0.0834 2.3206 -2.6864
N5 -0.0129 1.1857 -3.0174
H10 -0.3629 4.7138 0.0319
H11 -0.6762 3.1816 -0.5693
H12 0.4178 6.3861 -1.4363
H13 0.9439 5.8941 -3.0029
C14 -2.8625 -1.9272 0.4152
C15 -2.0389 -0.6791 0.3714
N6 -2.5200 0.4131 0.9495
O7 -0.9491 -0.6887 -0.2422
H14 -3.9235 -1.7159 0.5369
H15 -2.5064 -2.4929 1.2784
H16 -2.6989 -2.5026 -0.4934
H17 -3.3211 0.3228 1.5494
H18 -1.8717 1.1790 1.1157
C16 -2.2064 -0.5198 -3.4738
C17 -0.7508 -0.8577 -3.7936
C18 -0.4651 -2.3140 -3.4546
C19 -0.4618 -0.5902 -5.2705
N7 0.1879 -0.0709 -2.9565
H19 -2.8797 -1.0995 -4.1083
H20 -2.4115 0.5383 -3.6465
H21 -2.4287 -0.7470 -2.4310
H22 -1.0812 -2.9778 -4.0639
H23 -0.6805 -2.5009 -2.4014
H24 0.5865 -2.5453 -3.6356
H25 -1.1003 -1.2046 -5.9091
H26 0.5814 -0.8160 -5.4960
H27 -0.6458 0.4587 -5.5120

Results of the Löwdin charge analysis, in e, for atoms 1 through 5: Sn 1.3381; O -0.2320; As 0.9057; O -0.4258; O -0.6078



Entry 3:
Below is a cluster of 2 separate species, C3H10N2O in total, with properties calculated with the ωB97M-V functional and the def2-TZVPD basis.

Values from the calculation:
* charge: -1
* relative energy (zero: lowest compared OMol25 entry of this formula, charge and spin): 104.4 kJ/mol
* HOMO (alpha / beta): -0.03 / -2.93 eV
* <S²>: 0.754
* 2S+1: 2

Element x y z (Å)
C1 2.5564 0.1831 -0.0384
C2 1.2874 1.1039 1.7617
N1 1.2690 0.4801 0.5552
H1 3.0382 -0.7094 0.4010
H2 2.3530 0.0488 -1.1030
H3 3.2586 1.0316 0.0794
H4 2.0696 1.8440 1.9631
H5 0.5442 0.7781 2.4902
H6 -0.3593 0.1175 -0.0222
N2 -2.4436 -0.7895 -1.7647
C3 -2.0747 -0.8620 -0.3356
O1 -1.3564 0.2500 0.0591
H7 -2.2356 0.1219 -2.1488
H8 -3.4193 -0.9847 -1.9436
H9 -1.4990 -1.7869 -0.2223
H10 -2.9885 -0.8265 0.2690

Results of the Löwdin charge analysis, in e, for atoms 1 through 5: C -0.2793; C -0.2548; N -0.2882; H 0.0343; H 0.0390



Entry 4:
Below is the molecule C6H10O, with properties calculated with the ωB97M-V functional and the def2-TZVPD basis.

Values from the calculation:
* charge: 0
* relative energy (zero: lowest compared OMol25 entry of this formula, charge and spin): 237.2 kJ/mol
* HOMO: -9.25 eV
* structure (SMILES): C[C@]12CO[C@H](C1)C2

Element x y z (Å)
C1 1.8781 -0.7350 -0.0654
C2 0.3328 -0.3472 0.0859
C3 -0.5238 -0.0052 -1.1572
C4 -1.5533 0.5285 -0.1284
C5 -1.3276 -0.7826 0.6066
O1 -0.9419 1.5182 0.6763
C6 0.3900 1.0537 0.7302
H1 2.4306 0.1792 -0.3817
H2 2.1279 -1.4726 -0.8326
H3 2.4240 -1.0289 0.8457
H4 -0.0515 0.6291 -1.8984
H5 -0.9859 -0.8677 -1.6604
H6 -2.5253 0.9131 -0.4406
H7 -1.9472 -1.5521 0.0992
H8 -1.5340 -0.8393 1.6655
H9 1.0095 1.7203 0.1059
H10 0.7974 1.0881 1.7494

Results of the Löwdin charge analysis, in e, for atoms 1 through 5: C -0.0348; C -0.2700; C -0.1131; C -0.3291; C 0.0065



Electronic energy for the records above, in order: -5885.60549, -7072.53910, -304.96725, -309.75204 a.u.